## i
3 unconnected molecules or ions with the total composition C5H16N2S, computed with ωB97M-V/def2-TZVPD.

The geometry in XYZ format:
```
24
Properties=species:S:1:pos:R:3
C 1.46111 1.78733 -0.42398
N 2.83026 1.56777 -0.90545
C 0.52522 2.12874 -1.57976
N -0.81102 2.33563 -1.00078
H 1.44108 2.63188 0.29878
H 1.06303 0.89061 0.08133
H 3.36475 2.43505 -0.89347
H 3.32749 0.91055 -0.32060
H 0.57391 1.28477 -2.28048
H 0.92448 3.04479 -2.07558
H -1.13826 1.38408 -0.73557
H -1.51935 0.35456 0.68818
H -1.41260 2.66037 -1.75537
C -1.65467 -1.97613 2.10234
C -1.06988 -2.74655 0.92235
C -0.11435 -1.90805 0.05237
S -1.02125 -0.78553 -1.06595
H -0.87237 -1.61641 2.77588
H -2.34979 -2.59841 2.67359
H -2.17968 -1.08566 1.71714
H -0.52781 -3.64637 1.28685
H -1.88768 -3.12612 0.29475
H 0.47708 -2.58584 -0.56469
H 0.57031 -1.34108 0.70813
```

Summary:
spin multiplicity = 1
HOMO energy = -0.3324 Ha

Atom charges from the Löwdin analysis, given in e for atoms 1 to 6:
1 C -0.317
2 N -0.017
3 C -0.340
4 N -0.055
5 H 0.111
6 H 0.070

---

## ii
2 unconnected molecules or ions with the total composition C5H16N2S, computed with ωB97M-V/def2-TZVPD.

The geometry in XYZ format:
```
24
Properties=species:S:1:pos:R:3
C 1.86834 -0.79929 -0.54352
N 2.68683 0.19700 -1.22717
C 1.07055 -1.60635 -1.56992
N -0.11633 -2.20523 -0.97235
H 1.11585 -0.28335 0.07731
H 2.48566 -1.44450 0.08902
H 2.02099 0.87977 -1.57744
H 3.34617 0.69943 -0.64376
H 1.68972 -2.36522 -2.05361
H 0.77945 -0.86935 -2.32722
H -0.84840 -2.31972 -1.66706
H 0.05531 -3.14460 -0.61804
H -1.12356 -1.01356 -0.69709
C -0.22629 0.57399 2.71124
C -0.42100 1.72228 1.74546
C -1.75883 1.71850 1.04235
S -1.62365 0.38923 -0.59672
H -1.02654 0.69392 3.46371
H 0.72114 0.65733 3.25672
H -0.35747 -0.41705 2.27138
H -0.23394 2.67720 2.27640
H 0.31818 1.59975 0.93812
H -2.02018 2.55861 0.41309
H -2.60354 1.30925 1.60780
```

Summary:
spin multiplicity = 1
HOMO energy = -0.2978 Ha
SMILES = CCCS.NCCN

Atom charges from the Löwdin analysis, given in e for atoms 1 to 6:
1 C -0.302
2 N -0.011
3 C -0.275
4 N -0.073
5 H 0.058
6 H 0.113

---

Ranked by calculated energy, most stable first: ii, i.

---

## i
2 unconnected molecules or ions with the total composition CH3BrClN, computed with ωB97M-V/def2-TZVPD.

The geometry in XYZ format:
```
7
Properties=species:S:1:pos:R:3
C -0.26059 0.11678 1.06823
N 0.58663 -0.72705 1.37056
Cl -0.48248 1.76173 1.79519
Br 0.12060 -0.12737 -2.67675
H -0.92515 0.02424 0.28128
H 1.15859 -0.54246 2.21844
H -0.19758 -0.50588 -4.05695
```

Summary:
spin multiplicity = 1
HOMO energy = -0.3981 Ha
SMILES = [H]/N=C\Cl.Br

Atom charges from the Löwdin analysis, given in e for atoms 1 to 6:
1 C -0.667
2 N 0.059
3 Cl 0.496
4 Br 0.286
5 H -0.001
6 H 0.074

---

## ii
A single CH3BrClN molecule, computed with ωB97M-V/def2-TZVPD.

The geometry in XYZ format:
```
7
Properties=species:S:1:pos:R:3
C 0.45118 -0.54545 0.22534
N -0.88955 0.51592 -0.11801
Cl 0.56207 -0.57446 2.02135
Br -1.13977 0.62452 -1.95513
H 1.30234 -0.00257 -0.05389
H 0.34555 -1.51338 -0.31439
H -0.63181 1.49542 0.19473
```

Summary:
spin multiplicity = 1
HOMO energy = -0.3473 Ha
SMILES = ClCNBr

Atom charges from the Löwdin analysis, given in e for atoms 1 to 6:
1 C -0.579
2 N -0.583
3 Cl 0.508
4 Br 0.551
5 H 0.006
6 H 0.071

---

Ranked by calculated energy, most stable first: i, ii.

---

## i
A single C6H11IO3 molecule, computed with ωB97M-V/def2-TZVPD.

The geometry in XYZ format:
```
21
Properties=species:S:1:pos:R:3
C 0.79285 -1.24029 -1.04943
C 0.80465 -1.62439 0.48003
C -0.43343 -0.32624 -1.30091
C 0.62129 -0.51618 1.42983
C -0.35271 1.04070 -0.61629
C -0.46442 0.79737 0.94934
O -1.57057 1.73787 -0.87831
O 0.77700 1.66923 -0.94539
O -1.69506 0.33356 1.29883
I 0.16253 2.43320 2.28895
H 1.74823 -0.54756 -1.15627
H 0.91984 -2.13337 -1.61349
H -0.05078 -2.46519 0.48694
H 1.69319 -2.23822 0.70486
H -0.47454 -0.02109 -2.49479
H -1.31080 -0.89205 -1.13760
H 0.25438 -0.90564 2.53223
H 1.60022 -0.04680 1.62600
H -1.58797 1.77723 -1.84558
H 0.88365 2.09878 -0.13499
H -2.31753 1.06911 1.37606
```

Summary:
spin multiplicity = 1
HOMO energy = -0.3531 Ha
SMILES = OC1(O)CCCC[C@@]1(O)I

Atom charges from the Löwdin analysis, given in e for atoms 1 to 6:
1 C -0.172
2 C -0.256
3 C -0.103
4 C -0.182
5 C -0.663
6 C -0.725

---

## ii
A single C6H11IO3 molecule, computed with ωB97M-V/def2-TZVPD.

The geometry in XYZ format:
```
21
Properties=species:S:1:pos:R:3
C 0.91020 -1.20055 0.77619
C -0.17208 -1.60834 1.62016
C 0.64141 -0.86836 -0.70289
C -1.45581 -1.39515 1.40502
C 0.52319 0.69371 -0.93554
C -0.65072 1.40571 -0.10213
O 0.30745 0.78688 -2.40138
O 1.61978 1.45985 -0.61011
O -1.91948 1.34233 -0.50980
I -0.37188 3.63783 0.46975
H 1.26913 -0.21972 1.15909
H 1.77859 -1.83610 0.73162
H -0.28816 0.92914 0.94420
H 0.10762 -1.90151 2.58783
H 1.49076 -1.21167 -1.21143
H -0.17767 -1.45618 -1.15992
H -2.06392 -0.88951 0.67313
H -2.04107 -1.84915 2.21211
H 0.35474 1.72807 -2.72419
H 2.40149 0.97937 -0.81017
H -2.26356 1.47333 -1.41154
```

Summary:
spin multiplicity = 1
HOMO energy = -0.3307 Ha
SMILES = C=CCCC(O)(O)[C@H](O)I

Atom charges from the Löwdin analysis, given in e for atoms 1 to 6:
1 C -0.220
2 C -0.203
3 C -0.080
4 C 0.022
5 C -0.542
6 C -0.618

---

Ranked by calculated energy, most stable first: i, ii.

---

## i
2 unconnected molecules or ions with the total composition C10H15NO, computed with ωB97M-V/def2-TZVPD.

The geometry in XYZ format:
```
27
Properties=species:S:1:pos:R:3
C 1.60841 -1.70754 1.04173
C 1.12434 -0.55258 1.90349
C 2.59450 -1.22860 -0.01449
O 3.66176 -0.73208 0.28698
N 2.21035 -1.40976 -1.30533
H 2.15847 -2.44109 1.62676
H 0.76921 -2.21946 0.57763
H 0.35822 0.04785 1.40060
H 2.83002 -1.17748 -2.06273
H 1.26264 -1.64563 -1.54256
H 1.97186 0.09330 2.14850
H 0.66036 -0.83353 2.85458
C 0.37617 1.72926 -1.10952
C -1.59776 1.83558 0.41883
C -0.97204 1.25556 -0.67945
C -2.80718 1.33097 0.87527
C -3.32967 0.16699 0.35196
C -1.54060 0.11817 -1.24204
C -2.69316 -0.44165 -0.73106
H -1.12033 2.68026 0.89563
H -3.29949 1.81506 1.70975
H 0.83324 1.12095 -1.89518
H 1.08590 1.78404 -0.28282
H -4.21579 -0.28637 0.77550
H -1.06087 -0.31796 -2.11587
H -3.16262 -1.30477 -1.18669
H 0.35072 2.73588 -1.54605
```

Summary:
spin multiplicity = 1
HOMO energy = -0.3395 Ha
SMILES = Cc1ccccc1.CCC(N)=O

Atom charges from the Löwdin analysis, given in e for atoms 1 to 6:
1 C -0.164
2 C -0.085
3 C -0.566
4 O 0.045
5 N 0.162
6 H 0.117

---

## ii
2 unconnected molecules or ions with the total composition C10H15NO, computed with ωB97M-V/def2-TZVPD.

The geometry in XYZ format:
```
27
Properties=species:S:1:pos:R:3
C -0.62993 -2.33722 1.16659
C -0.91446 -2.50569 -0.32288
C 0.78636 -1.80590 1.38102
O 1.50021 -1.40607 0.48685
N 1.22087 -1.85019 2.67832
H -1.18310 -1.46287 1.52157
H -0.86475 -3.15259 1.84114
H -0.52978 -1.67456 -0.89330
H 2.13330 -1.51611 2.93651
H 0.80126 -2.47881 3.34216
H -1.99504 -2.57615 -0.43160
H -0.43200 -3.39567 -0.71250
C 1.36127 2.44623 0.70118
C 0.78812 1.48688 -1.53774
C 0.36525 1.78869 -0.23994
C -0.17433 1.19030 -2.48456
C -0.99193 1.76881 0.07826
C -1.51009 1.04989 -2.13482
C -1.93675 1.39092 -0.86226
H 1.83885 1.60111 -1.77032
H 0.11607 1.14602 -3.51879
H 0.84904 3.08682 1.40620
H 2.10668 2.97013 0.11722
H -1.26252 1.96767 1.11162
H -2.21591 0.87844 -2.93932
H -2.97945 1.40508 -0.58962
H 1.95552 1.72316 1.26377
```

Summary:
spin multiplicity = 1
HOMO energy = -0.3215 Ha
SMILES = Cc1ccccc1.CCC(N)=O

Atom charges from the Löwdin analysis, given in e for atoms 1 to 6:
1 C -0.166
2 C -0.087
3 C -0.554
4 O 0.050
5 N 0.143
6 H 0.113

---

Ranked by calculated energy, most stable first: i, ii.